# 1
One molecule with the formula C3H4N2O. Source: OMol25; level of theory: the ωB97M-V functional and the def2-TZVPD basis.

Cartesian coordinates (Å):
1 C -0.77333 -0.11194 -0.08417
2 C 1.28023 0.71622 0.10981
3 C 1.34535 -0.57017 0.12585
4 H -2.18590 0.98342 -0.04347
5 H -0.54173 1.86753 0.41344
6 H 2.05888 1.30104 -0.31496
7 H 1.96561 -1.40954 0.18892
8 N -1.97360 -0.18366 0.12041
9 N 0.05809 1.06067 -0.14720
10 O 0.12477 -1.13578 -0.12068

Properties
- E_LUMO (eV) = 0.594
- strongest force on any atom (eV/Å) = 9.30
- HOMO-LUMO gap (eV) = 9.04
- SMILES = [H]/N=c1\[nH]cco1
- energy relative to the best compared isomer or geometry (same formula, charge and spin) (eV) = 3.408

# 2
One molecule with the formula C3H4N2O. Source: OMol25; level of theory: the ωB97M-V functional and the def2-TZVPD basis.

Cartesian coordinates (Å):
1 N -1.80116 0.09627 -0.47249
2 C -0.54724 0.35691 0.06412
3 C 0.69920 0.52156 -0.46142
4 C 1.49586 -0.09892 0.53516
5 N 0.83173 -0.41706 1.61317
6 O -0.47556 -0.04437 1.33915
7 H -1.95996 -0.84808 -0.12291
8 H -1.73451 0.02826 -1.48098
9 H 0.99138 0.88386 -1.43639
10 H 2.50025 -0.47843 0.42260

Properties
- E_LUMO (eV) = 0.737
- strongest force on any atom (eV/Å) = 0.76
- HOMO-LUMO gap (eV) = 9.65
- SMILES = Nc1ccno1
- energy relative to the best compared isomer or geometry (same formula, charge and spin) (eV) = 2.447

# 3
One molecule with the formula C3H4N2O. Source: OMol25; level of theory: the ωB97M-V functional and the def2-TZVPD basis.

Cartesian coordinates (Å):
1 O -1.66787 0.36325 1.21638
2 C -0.49832 0.39838 0.53829
3 C 0.26034 1.18613 -0.15089
4 C 0.93106 -0.10158 0.10279
5 N 0.87806 -1.17374 -0.88676
6 N -0.24670 -1.68522 -0.85305
7 H -1.84982 1.25595 1.57036
8 H 0.51417 2.19046 -0.41202
9 H 1.97579 -0.06410 0.48768
10 H -0.29672 -2.36951 -1.61279

Properties
- E_LUMO (eV) = 0.635
- strongest force on any atom (eV/Å) = 1.28
- HOMO-LUMO gap (eV) = 9.73
- SMILES = [H]/N=N/[C@H]1C=C1O
- energy relative to the best compared isomer or geometry (same formula, charge and spin) (eV) = 5.209

# 4
One molecule with the formula C3H4N2O. Source: OMol25; level of theory: the ωB97M-V functional and the def2-TZVPD basis.

Cartesian coordinates (Å):
1 N -1.62023 -1.02274 0.56455
2 C -0.48452 -0.26878 0.61604
3 C 0.14317 0.02827 -0.66275
4 C 1.15509 0.85658 -0.45325
5 N 2.01967 1.66364 -0.24916
6 O -0.04177 0.20125 1.65980
7 H -1.92184 -1.37963 1.45658
8 H -1.77273 -1.59487 -0.24974
9 H -0.17753 -0.21632 -1.66895
10 H 2.68728 1.74795 -0.98444

Properties
- E_LUMO (eV) = 0.380
- strongest force on any atom (eV/Å) = 1.51
- HOMO-LUMO gap (eV) = 9.18
- SMILES = N=C=CC(N)=O
- energy relative to the best compared isomer or geometry (same formula, charge and spin) (eV) = 1.967

# 5
One molecule with the formula C3H4N2O. Source: OMol25; level of theory: the ωB97M-V functional and the def2-TZVPD basis.

Cartesian coordinates (Å):
1 O -1.56950 0.75173 -0.16671
2 C -0.75061 -0.31405 0.40164
3 C 0.36366 0.46327 0.72724
4 C 1.34227 0.14438 -0.18611
5 N 0.97916 -0.92920 -0.90982
6 N -0.27204 -1.18826 -0.57387
7 H -2.00502 1.20663 0.55240
8 H 0.28735 1.28459 1.42570
9 H 2.26056 0.66740 -0.40013
10 H -0.63585 -2.08650 -0.87034

Properties
- E_LUMO (alpha / beta) (eV) = -0.223 / -0.222
- strongest force on any atom (eV/Å) = 2.72
- HOMO-LUMO gap (alpha / beta) (eV) = 8.19 / 8.19
- SMILES = Oc1ccn[nH]1
- energy relative to the best compared isomer or geometry (same formula, charge and spin) (eV) = 4.101

# 6
One molecule with the formula C3H4N2O. Source: OMol25; level of theory: the ωB97M-V functional and the def2-TZVPD basis.

Cartesian coordinates (Å):
1 O 2.21861 -0.40501 -0.01696
2 C 0.89521 -0.12991 -0.00086
3 C -0.12852 -1.02884 0.11784
4 N -1.26896 -0.24400 0.07635
5 C -0.87542 1.04106 -0.06426
6 N 0.43482 1.14774 -0.11285
7 H 2.66159 0.42976 -0.22346
8 H -0.15044 -2.10200 0.21544
9 H -2.21805 -0.57554 0.13140
10 H -1.57564 1.86332 -0.12860

Properties
- E_LUMO (eV) = 0.931
- strongest force on any atom (eV/Å) = 0.22
- HOMO-LUMO gap (eV) = 9.22
- SMILES = Oc1c[nH]cn1
- energy relative to the best compared isomer or geometry (same formula, charge and spin) (eV) = 0.445

# 7
One molecule with the formula C3H4N2O. Source: OMol25; level of theory: the ωB97M-V functional and the def2-TZVPD basis.

Cartesian coordinates (Å):
1 N -1.97951 -0.07248 -0.16504
2 C -0.59623 -0.13018 -0.05328
3 N -0.12118 -1.49305 -0.35937
4 O 1.06309 -1.66943 -0.35804
5 C 1.66430 0.90580 0.15599
6 C 0.36365 0.74285 0.13829
7 H -2.42751 0.69610 0.30785
8 H -2.41880 -0.96526 0.01867
9 H 2.24715 0.84455 1.07437
10 H 2.20505 1.14109 -0.75943

Properties
- E_LUMO (alpha / beta) (eV) = -0.331 / -0.332
- strongest force on any atom (eV/Å) = 0.67
- HOMO-LUMO gap (alpha / beta) (eV) = 8.36 / 8.36
- SMILES = C=C=C(N)N=O
- energy relative to the best compared isomer or geometry (same formula, charge and spin) (eV) = 4.861

# 8
One molecule with the formula C3H4N2O. Source: OMol25; level of theory: the ωB97M-V functional and the def2-TZVPD basis.

Cartesian coordinates (Å):
1 O -0.15103 -0.74462 -2.24667
2 C -0.17317 -0.22819 -1.13866
3 N -0.22243 1.04686 -0.70325
4 C -0.04082 0.84768 1.06165
5 C 0.14510 -0.47169 1.25902
6 N -0.08342 -1.10051 -0.01205
7 H -0.27934 1.72944 -1.51203
8 H -0.22644 1.81965 1.46450
9 H 0.42810 -1.12401 2.13538
10 H 0.60345 -1.77461 -0.30789

Properties
- E_LUMO (eV) = 0.764
- strongest force on any atom (eV/Å) = 3.75
- HOMO-LUMO gap (eV) = 9.84
- SMILES = O=c1[nH]cc[nH]1
- energy relative to the best compared isomer or geometry (same formula, charge and spin) (eV) = 2.306

# 9
A 3-piece molecular cluster, C3H4N2O2 overall. Source: OMol25; level of theory: the ωB97M-V functional and the def2-TZVPD basis.

Cartesian coordinates (Å):
1 C -1.37957 1.47208 0.52387
2 C 1.66715 -1.12937 -1.19954
3 C -0.19619 0.58586 0.96553
4 N -2.16897 2.25901 0.27694
5 N 0.68947 -1.32800 -1.82468
6 O 2.80497 -1.03998 -0.96112
7 O -0.49838 -0.84668 0.94520
8 H 0.00610 1.17556 1.76736
9 H -0.33951 -0.45863 -2.23987
10 H 0.44835 0.50799 0.12458
11 H -1.03340 -1.19783 1.62172

Properties
- E_LUMO (eV) = -0.619
- strongest force on any atom (eV/Å) = 8.82
- HOMO-LUMO gap (eV) = 10.22
- energy relative to the best compared isomer or geometry (same formula, charge and spin) (eV) = 5.283

# 10
One molecule with the formula C3H4N2O2. Source: OMol25; level of theory: the ωB97M-V functional and the def2-TZVPD basis.

Cartesian coordinates (Å):
1 C 1.65879 -0.42535 -0.12423
2 C 1.21983 0.86209 0.21027
3 C -0.21382 0.57732 0.15058
4 H -2.29793 -1.31576 0.54814
5 H 2.70256 -0.88860 -0.49124
6 H 1.53703 1.96547 0.02794
7 H -2.09168 0.80051 -0.43542
8 N -0.38153 -0.75594 0.53887
9 N -1.15226 1.44291 -0.12942
10 O -1.69498 -1.01653 -0.18288
11 O 0.71400 -1.24612 -0.11262

Properties
- E_LUMO (eV) = 0.367
- strongest force on any atom (eV/Å) = 8.17
- HOMO-LUMO gap (eV) = 9.09
- SMILES = [H]/N=c1/ccon1O
- energy relative to the best compared isomer or geometry (same formula, charge and spin) (eV) = 7.708